Record 1
# C2H2Br6N

C2H2Br6N as an isolated structure in a non-equilibrium geometry (ωB97M-V/def2-TZVPD, the Open Molecules 2025 dataset).

The geometry in XYZ format:
```
11
Properties=species:S:1:pos:R:3
C 2.209 -0.699 -0.027
C -0.859 -1.501 0.073
N 0.066 -0.482 -0.024
Br 2.639 -0.984 -1.718
Br 2.453 -2.209 1.035
Br 2.469 0.979 0.783
Br -0.276 -2.805 -1.351
Br -2.774 -0.883 -0.477
Br -0.753 -2.395 1.829
H 0.122 0.122 0.942
H -0.219 0.140 -0.889
```

Computed properties:
HOMO (eV): -13.96
HOMO-LUMO gap (eV): 7.779
Total charge: +1
Relative energy (zero: lowest compared OMol25 entry of this formula, charge and spin) (eV): 0.193
LUMO energy (eV): -6.2

Mulliken analysis output, partial charges in e:
1 C 0.12
2 C -0.08
3 N -0.53
4 Br 0.28
5 Br 0.23
6 Br 0.13
7 Br 0.05
8 Br -0.01
9 Br 0.06
10 H 0.40
11 H 0.35


Record 2
# C2H31NO13

A 14-piece molecular cluster, C2H31NO13 overall in a non-equilibrium geometry (ωB97M-V/def2-TZVPD, the Open Molecules 2025 dataset).

The geometry in XYZ format:
```
47
Properties=species:S:1:pos:R:3
C 2.787 1.390 -0.532
C 2.228 0.476 0.267
N 0.844 0.258 0.399
H 2.193 2.008 -1.194
H 3.856 1.506 -0.670
H 2.759 -0.123 1.084
H 0.254 0.636 -0.359
H 0.543 -0.664 0.688
H -1.470 1.803 1.724
H -2.416 1.459 0.468
O -2.254 1.323 1.461
H -0.283 3.506 1.432
H 0.481 2.189 1.598
O -0.166 2.825 2.017
H -1.258 -1.938 2.884
H 0.081 -2.633 3.602
O -0.603 -2.661 2.877
H -2.273 0.374 4.095
H -1.050 0.768 3.336
O -1.351 0.158 3.982
H 0.214 3.201 -1.048
H -0.318 4.583 -0.813
O 0.243 3.909 -0.469
H 2.256 -1.543 -2.137
H 1.846 -2.199 -0.854
O 1.493 -1.946 -1.741
H 1.904 0.170 -4.500
H 2.261 1.714 -4.128
O 1.908 0.812 -3.890
H -1.340 -1.441 -0.868
H -0.016 -1.244 -1.707
O -0.973 -1.084 -1.659
H -0.103 1.291 -2.757
H -0.572 1.869 -4.070
O -0.478 2.138 -3.247
H -2.010 -0.502 1.541
H -3.008 -1.394 0.911
O -2.105 -1.420 1.276
H 1.761 -3.327 0.926
H 2.280 -4.288 -0.119
O 2.489 -3.533 0.318
H -0.933 -4.021 0.362
H -0.594 -3.010 1.416
O -0.267 -3.344 0.502
H -1.926 0.349 -1.594
H -2.351 1.760 -1.896
O -2.531 1.092 -1.245
```

Computed properties:
HOMO (eV): -8.54
HOMO-LUMO gap (eV): 8.653
Total charge: 0
Relative energy (zero: lowest compared OMol25 entry of this formula, charge and spin) (eV): 2.701
LUMO energy (eV): 0.1

Mulliken analysis output, partial charges in e:
1 C -0.84
2 C 0.28
3 N 0.21
4 H -0.01
5 H 0.27
6 H 0.30
7 H -0.08
8 H -0.01
9 H 0.39
10 H 0.37
11 O -0.72
12 H 0.34
13 H 0.35
14 O -0.73
15 H 0.42
16 H 0.29
17 O -0.68
18 H 0.32
19 H 0.27
20 O -0.66
21 H 0.35
22 H 0.27
23 O -0.67
24 H 0.33
25 H 0.31
26 O -0.64
27 H 0.24
28 H 0.29
29 O -0.51
30 H 0.34
31 H 0.32
32 O -0.69
33 H 0.28
34 H 0.26
35 O -0.60
36 H 0.44
37 H 0.28
38 O -0.66
39 H 0.33
40 H 0.29
41 O -0.68
42 H 0.26
43 H 0.33
44 O -0.64
45 H 0.42
46 H 0.32
47 O -0.68


Record 3
# C19H17F5N2STi

C19H17F5N2STi as an isolated structure in a non-equilibrium geometry (ωB97M-V/def2-TZVPD, the Open Molecules 2025 dataset).

The geometry in XYZ format:
```
45
Properties=species:S:1:pos:R:3
C 0.822 -2.325 0.414
C 0.983 -2.439 -1.142
H 1.780 -2.252 0.938
H 0.347 -3.259 0.748
H 0.093 -1.574 0.873
H 1.167 -1.517 -1.786
H 1.903 -3.003 -1.315
H 0.166 -3.018 -1.591
C 1.855 0.157 2.172
C 2.709 0.856 3.015
C 3.424 1.947 2.520
C 3.258 2.307 1.191
H 1.229 -0.670 2.518
H 2.785 0.547 4.054
H 4.085 2.514 3.170
H 3.764 3.168 0.765
N 1.723 0.486 0.863
C 2.391 1.573 0.365
C 2.032 1.992 -0.983
N 1.155 1.187 -1.671
C 0.712 1.580 -2.896
C 1.879 3.673 -2.709
C 1.000 2.843 -3.397
H 0.082 0.872 -3.426
H 0.515 3.171 -4.316
C 2.431 3.228 -1.516
H 3.128 3.841 -0.949
H 2.114 4.663 -3.089
Ti 0.332 -0.386 -0.545
C -1.104 -0.702 -2.078
H -0.616 -1.032 -3.010
H -1.667 0.215 -2.294
H -1.816 -1.478 -1.763
F -5.801 -3.104 2.154
C -4.779 -2.317 1.770
C -4.934 -1.465 0.674
F -6.097 -1.442 -0.012
C -3.899 -0.607 0.324
F -4.072 0.237 -0.725
C -2.687 -0.594 1.035
S -1.402 0.531 0.623
C -2.555 -1.473 2.120
F -1.380 -1.512 2.814
C -3.588 -2.318 2.500
F -3.464 -3.102 3.591
```

Computed properties:
HOMO (eV): -14.99
HOMO-LUMO gap (eV): 6.385
Total charge: +2
LUMO energy (eV): -8.6

Mulliken analysis output, partial charges in e:
1 C -0.55
2 C -0.53
3 H 0.45
4 H 0.48
5 H 0.06
6 H 0.38
7 H 0.48
8 H 0.40
9 C -0.16
10 C -0.88
11 C -0.49
12 C -0.78
13 H 0.46
14 H 0.45
15 H 0.47
16 H 0.40
17 N 0.57
18 C 0.78
19 C 0.87
20 N 0.25
21 C -0.06
22 C -0.42
23 C -0.99
24 H 0.61
25 H 0.43
26 C -0.83
27 H 0.32
28 H 0.47
29 Ti -0.83
30 C -1.50
31 H 0.66
32 H 0.52
33 H 0.40
34 F -0.24
35 C 0.55
36 C 0.23
37 F -0.24
38 C 0.07
39 F -0.33
40 C 0.56
41 S -0.11
42 C 0.18
43 F -0.30
44 C 0.00
45 F -0.25


Record 4
# C45H45AsClN2O4S2Sb2Sn

C45H45AsClN2O4S2Sb2Sn as an isolated structure (ωB97M-V/def2-TZVPD, the Open Molecules 2025 dataset).

The geometry in XYZ format:
```
103
Properties=species:S:1:pos:R:3
Sn 1.261 0.134 1.575
C 2.824 -3.894 3.729
C 2.694 -2.566 3.006
S 1.034 -1.968 2.895
C 3.754 -1.917 2.507
C 5.158 -2.464 2.581
S 3.685 -0.342 1.708
H 1.846 -4.237 4.062
H 3.467 -3.807 4.608
H 3.244 -4.663 3.077
H 5.217 -3.355 3.205
H 5.837 -1.709 2.984
H 5.514 -2.719 1.579
C -3.803 -1.679 -1.239
Sb -2.575 -0.391 0.026
C -2.799 -1.595 1.787
C -4.237 1.017 0.394
C -5.079 0.648 1.575
C -6.050 -0.345 1.425
C -6.813 -0.795 2.490
C -6.615 -0.241 3.747
C -5.682 0.771 3.903
C -4.909 1.244 2.838
C -3.944 2.361 3.075
Sb -1.818 1.786 3.088
C -1.296 3.608 4.097
C -1.994 0.657 4.916
H -4.294 -2.441 -0.632
H -3.198 -2.168 -2.002
H -4.563 -1.075 -1.737
H -3.749 -2.127 1.776
H -2.758 -0.958 2.670
H -1.966 -2.298 1.826
H -4.822 0.980 -0.527
H -3.785 2.004 0.475
H -6.202 -0.774 0.440
H -7.555 -1.569 2.340
H -7.191 -0.586 4.597
H -5.542 1.222 4.880
H -4.128 2.823 4.045
H -4.027 3.138 2.310
H -2.048 3.836 4.854
H -1.237 4.432 3.384
H -0.319 3.483 4.563
H -2.340 1.316 5.713
H -1.018 0.246 5.175
H -2.701 -0.164 4.794
O 3.127 6.203 2.910
C 2.466 6.400 1.791
O 2.285 7.511 1.347
C 1.957 5.178 1.077
C 1.524 5.172 -0.239
Cl 1.433 6.539 -1.257
N 1.131 3.896 -0.554
N 1.285 3.099 0.512
C 1.774 3.820 1.484
C 1.991 3.149 2.822
O 2.724 3.727 3.644
O 1.392 2.058 3.031
C 0.575 3.243 -1.713
C 0.241 1.959 -1.586
C -0.494 1.196 -2.639
C -0.812 1.977 -3.945
C -0.362 3.399 -3.966
C 0.300 3.971 -2.967
H 3.066 5.235 3.191
H 0.426 1.456 -0.644
H -1.384 0.772 -2.169
H -1.863 1.925 -4.235
H -0.581 3.975 -4.859
H 0.610 4.991 -3.067
C 1.314 1.506 -5.370
C 0.054 0.964 -4.770
C 0.249 0.100 -3.488
C 1.655 -0.289 -3.138
C 2.692 0.248 -3.779
C 2.515 1.191 -4.893
As 1.863 -1.515 -1.626
C 3.364 -2.557 -2.291
C 4.708 -2.215 -2.252
C 5.653 -3.075 -2.796
C 5.255 -4.277 -3.368
C 3.914 -4.634 -3.386
C 2.961 -3.779 -2.842
C 1.507 -4.038 -2.775
C 0.874 -5.225 -3.125
C -0.497 -5.357 -2.955
C -1.245 -4.313 -2.424
C -0.617 -3.129 -2.060
C 0.749 -2.984 -2.250
H 1.216 2.168 -6.224
H -0.532 0.467 -5.547
H -0.354 -0.809 -3.528
H 3.706 -0.034 -3.522
H 3.408 1.596 -5.356
H 5.023 -1.297 -1.769
H 6.703 -2.811 -2.766
H 5.994 -4.943 -3.796
H 3.614 -5.575 -3.831
H 1.447 -6.056 -3.519
H -0.983 -6.288 -3.219
H -2.311 -4.430 -2.272
H -1.191 -2.323 -1.615
```

Computed properties:
HOMO (eV): -4.55
HOMO-LUMO gap (eV): 6.610
Total charge: -1
Relative energy (zero: lowest compared OMol25 entry of this formula, charge and spin) (eV): 2.596
LUMO energy (eV): 2.1

Results of the Mulliken charge analysis, in e, for atoms 1 through 99:
1 Sn 1.21
2 C -1.65
3 C 0.37
4 S -0.33
5 C 0.62
6 C -1.45
7 S -0.52
8 H 0.39
9 H 0.34
10 H 0.33
11 H 0.39
12 H 0.31
13 H 0.22
14 C -1.59
15 Sb 0.72
16 C -1.01
17 C -1.53
18 C 0.74
19 C -0.40
20 C -0.76
21 C -0.64
22 C -0.76
23 C 1.07
24 C -1.74
25 Sb 0.37
26 C -1.49
27 C -1.48
28 H 0.39
29 H 0.40
30 H 0.49
31 H 0.47
32 H 0.00
33 H 0.44
34 H 0.71
35 H 0.42
36 H 0.31
37 H 0.40
38 H 0.38
39 H 0.34
40 H 0.59
41 H 0.62
42 H 0.53
43 H 0.41
44 H 0.40
45 H 0.48
46 H 0.35
47 H 0.47
48 O -0.56
49 C 0.39
50 O -0.63
51 C -0.82
52 C 0.61
53 Cl -0.20
54 N 0.34
55 N 0.07
56 C 0.36
57 C 0.74
58 O -0.89
59 O -0.55
60 C 1.32
61 C 0.63
62 C 1.33
63 C -0.04
64 C -1.45
65 C -0.65
66 H 0.44
67 H -1.22
68 H -1.04
69 H 0.50
70 H 0.38
71 H 0.31
72 C -1.12
73 C 0.09
74 C -0.48
75 C 0.15
76 C -0.38
77 C -0.61
78 As 0.66
79 C -0.51
80 C -0.09
81 C -0.75
82 C -0.67
83 C -0.55
84 C 0.40
85 C 0.45
86 C -0.54
87 C -0.84
88 C -0.52
89 C 0.50
90 C -0.50
91 H 0.36
92 H 0.36
93 H 0.40
94 H 0.35
95 H 0.41
96 H 0.57
97 H 0.40
98 H 0.38
99 H 0.34